Density functional theory data (ωB97M-V with the def2-TZVPD basis set) for a 9-piece molecular cluster, C19H55O9S8 overall.

Structure (XYZ):
```
91
Properties=species:S:1:pos:R:3:forces:R:3
S -2.58761 3.53818 -5.24042 -0.88 0.08 -0.94
S 2.23097 -3.73996 0.71642 0.84 0.59 -0.91
S 1.79212 -1.70833 -4.98139 0.58 0.98 0.48
S -0.83287 -3.05334 4.90195 1.44 1.16 -0.78
S -0.74532 4.53627 1.61638 -0.47 0.79 -0.75
S 4.54663 -0.74229 3.07164 0.17 0.01 -1.07
S -4.33873 1.47386 -0.69384 0.21 0.73 -0.26
S 4.10735 2.82357 0.66851 -1.41 -1.21 0.36
O -0.46677 4.80570 3.05844 -0.52 -0.19 -0.31
O -2.64996 2.73357 -6.50315 0.63 0.08 0.13
O 2.49161 -0.88836 -3.93661 -0.67 -1.00 -0.77
O 1.52555 -0.36866 -0.26117 -1.16 -0.89 -0.40
O 0.67260 -3.04191 5.03606 -1.09 -0.38 0.17
O 5.12743 -1.09574 1.73835 -0.35 -0.02 1.49
O 3.58763 -3.21290 0.39371 -0.65 -0.77 0.68
O 4.22061 1.34780 0.62052 0.75 0.35 -0.20
O -3.17577 2.37624 -0.98446 -0.71 0.04 0.10
C -0.33848 0.77043 -1.39491 -0.52 -0.78 -0.02
C 1.68111 -4.43540 -0.89436 -0.35 0.39 0.64
C 4.70150 -2.24100 4.07813 0.03 -0.25 0.09
C 3.37215 3.13570 2.30436 1.36 0.98 -0.11
C 2.34832 -5.32934 1.58737 0.39 -0.85 -0.43
C 2.71555 -0.78653 3.09356 0.58 1.55 0.12
C -4.11751 2.92718 -4.45065 0.10 0.57 0.98
C -4.18658 0.15526 -1.93015 0.29 -0.92 0.16
C -1.37599 2.89183 -4.10168 -0.90 0.12 1.38
C -4.01170 0.59583 0.89019 0.15 -0.16 -1.42
C -1.32259 2.85644 1.42833 0.64 -0.85 0.86
C -1.32390 -1.43966 5.60257 0.22 0.17 -0.08
C -0.65640 -1.49799 -0.37438 -0.35 -1.54 0.67
C 0.17822 -0.22572 -0.30683 2.24 1.79 0.05
C -1.15423 -2.64002 3.16155 -1.15 -0.33 0.04
C 0.87749 -3.12745 -4.26560 0.28 0.39 -0.81
C 2.61940 3.14471 -0.33899 -0.78 0.02 0.88
C 0.35927 -0.72779 -5.49053 -1.13 0.15 -0.30
C -2.38049 5.26438 1.15310 -0.48 -0.57 -0.33
H 0.21725 -3.45855 -5.07125 -0.25 0.15 0.12
H -3.86835 1.94306 -4.06560 -0.33 -0.20 -0.32
H 2.27260 -1.77429 3.15329 -0.09 0.04 -0.11
H -4.13174 1.32048 1.68958 -0.34 -0.03 -0.04
H 2.81903 2.74671 -1.32982 0.06 0.30 -0.11
H -4.53792 3.51387 -3.62807 0.66 0.18 0.18
H -1.68239 1.91886 -3.71310 0.46 -0.25 -0.40
H 0.32135 1.60287 -1.64019 0.29 -0.11 0.35
H -1.20388 2.42799 0.43257 -0.11 0.55 -0.01
H -2.68356 5.00127 0.13334 0.67 -0.32 -0.11
H -0.62897 2.30602 2.07247 0.02 -0.04 -0.07
H -4.90567 2.96999 -5.19653 0.37 -0.43 -0.44
H -2.99986 0.18966 0.91891 -0.01 -0.11 -0.15
H 4.10560 -2.95784 3.51433 0.36 -0.39 0.11
H 1.34847 -3.55226 -1.43429 0.01 0.00 -0.04
H -0.60890 -0.66994 5.30530 0.34 -0.37 -0.14
H 2.52476 -0.14285 3.96347 -0.19 -0.65 0.45
H -4.77562 -0.18064 0.84324 0.05 -0.08 0.63
H -1.50579 3.54159 -3.22560 0.07 0.06 -0.03
H 0.00458 -0.98826 -6.49209 0.23 -0.36 0.04
H -3.11715 0.03172 -2.11535 0.03 -0.21 0.30
H -2.24160 -2.67148 3.01867 -0.04 0.17 0.19
H -0.46127 -2.17399 0.47029 0.23 0.44 0.27
H 1.60392 -3.92994 -4.15856 0.07 0.12 0.51
H -0.39258 -2.18437 -1.18880 0.14 0.59 -0.52
H -1.75574 -1.42463 -0.37918 -0.04 0.48 -0.18
H -0.80255 -3.43763 2.51008 0.54 0.08 0.19
H -2.32100 2.67254 1.82643 -0.03 0.34 -0.10
H 2.52777 -4.87434 -1.41873 0.12 -0.11 0.27
H -0.33663 2.98608 -4.39573 -0.12 -0.20 -0.50
H 3.30078 4.22877 2.31724 -0.76 -0.10 0.40
H 2.35094 -0.13228 2.29619 0.13 -0.72 -0.70
H -0.53067 0.23448 -2.33657 -0.12 0.08 -0.05
H -3.13047 4.73695 1.74613 0.03 0.43 0.43
H -0.80286 -1.65781 2.85338 0.42 -0.08 0.13
H 4.17294 2.90013 3.01010 0.08 -0.11 -0.11
H -2.29003 -1.04483 5.28698 -0.26 -0.54 0.18
H 1.79143 2.56404 0.08042 0.41 -0.57 0.01
H 0.34419 -2.84989 -3.36138 0.05 -0.05 0.07
H 1.32977 -5.65764 1.80353 0.01 0.02 0.06
H -1.23529 -1.57852 6.67833 -0.29 0.13 0.04
H -0.06505 0.38378 0.60731 -0.94 -0.53 0.63
H -2.48501 6.34624 1.18596 0.45 0.01 0.58
H 2.84038 -6.07284 0.95274 -0.13 0.05 -0.17
H 2.51589 2.53874 2.60259 -0.35 0.18 -0.57
H -4.64202 0.32984 -2.90472 -0.26 0.83 0.31
H 2.94377 -5.32665 2.49915 -0.19 0.66 0.11
H -1.26330 1.15698 -0.95595 -0.18 0.10 -0.79
H -0.50095 -0.82376 -4.82399 0.19 -0.18 0.24
H 0.56509 0.33969 -5.54621 0.65 -0.11 0.23
H 5.75696 -2.50008 4.14276 0.00 -0.10 -0.39
H -4.65997 -0.77245 -1.59922 0.28 -0.01 0.31
H 0.85457 -5.13269 -0.74904 0.00 -0.04 -0.11
H 4.34547 -2.19580 5.10889 -0.34 0.43 -0.13
H 2.21864 4.15937 -0.26572 0.65 0.30 -0.46
```
Forces are in eV/Å.

Output
Kohn-Sham gap, eV: 4.53
Net charge: -1
HOMO energy, Ha: -0.10507
E, hartree: -4619.200569

These are the Mulliken partial charges, in e, on atoms 1 to 4: S 0.380; S 0.935; S 0.388; S 0.371

Density functional theory data (ωB97M-V with the def2-TZVPD basis set) for C8H23GeI2N2Os as an isolated structure.

Structure (XYZ):
```
37
Properties=species:S:1:pos:R:3:forces:R:3
Os -6.30904 -11.84401 -1.05916 -0.58 0.41 0.69
I -9.07190 -11.79215 -1.30100 -0.47 0.18 -0.51
I -7.24177 -13.33325 0.96063 0.61 -0.47 0.45
Ge -3.37305 -13.17855 -2.68964 1.09 -0.60 0.19
N -6.04763 -9.92087 0.37242 -0.24 -0.68 -0.65
N -5.80125 -10.65991 -2.77268 -0.65 0.79 0.62
C -4.89725 -9.11897 -0.07531 -0.43 0.78 -0.02
C -9.18553 -13.31995 0.16508 -0.03 0.28 -0.07
C -5.10327 -8.60525 -1.49124 0.08 0.79 -0.11
C -1.82566 -12.02486 -2.85607 -0.08 0.47 0.24
C -4.76773 -9.57255 -2.59997 0.03 -0.47 -0.33
C -4.55954 -12.91638 -1.12724 0.80 -0.20 -1.13
C -1.88750 -14.86984 -1.58415 -0.28 0.05 0.39
C -3.60306 -14.37273 -4.16143 -1.05 -0.13 -1.38
H -5.57115 -11.20031 -3.59165 0.10 -0.37 -0.37
H -2.53744 -15.74644 -1.53334 0.24 0.25 -0.14
H -6.87759 -9.34130 0.35955 -0.29 0.15 0.02
H -4.08849 -15.33697 -4.02076 0.09 -0.03 0.60
H -4.02674 -9.72859 0.00168 0.81 -0.51 -0.03
H -1.01065 -12.59907 -3.28812 -0.01 -0.11 -0.17
H -2.67706 -14.54703 -4.71485 0.16 0.20 0.37
H -6.67295 -10.19122 -3.03591 0.12 -0.04 -0.14
H -4.27751 -13.91350 -4.91616 0.27 0.16 0.31
H -4.71407 -13.94519 -0.81963 -0.18 -0.22 0.30
H -1.50954 -11.70575 -1.86089 -0.02 0.06 -0.01
H -9.46431 -14.25862 -0.28464 0.14 -0.28 -0.20
H -9.86604 -13.04868 0.94994 -0.35 0.24 0.25
H -4.75380 -8.29264 0.62083 -0.03 0.13 -0.09
H -1.95478 -11.12615 -3.47162 -0.13 -0.23 0.03
H -3.87674 -12.43583 -0.42358 0.05 0.08 0.30
H -1.88468 -14.18420 -0.74029 0.00 -0.10 0.07
H -6.13398 -8.22695 -1.62784 0.30 -0.03 0.11
H -4.68547 -9.06204 -3.56406 0.07 0.01 0.17
H -0.96997 -14.90300 -2.15668 -0.12 -0.09 -0.21
H -5.91967 -10.18248 1.33876 0.02 -0.22 0.36
H -4.45689 -7.71714 -1.63901 -0.30 -0.44 0.09
H -3.84192 -10.10304 -2.39687 0.29 0.17 0.02
```
Forces are in eV/Å.

Output
Kohn-Sham gap (alpha / beta), eV: 8.63 / 7.58
Net charge: +3
HOMO energy (alpha / beta), Ha: -0.69810 / -0.71682
E, hartree: -3189.894413
Multiplicity: 5
<S²>: 6.02

These are the Mulliken partial charges, in e, on atoms 1 to 4: Os 1.324; I 0.273; I 0.282; Ge -0.009

Density functional theory data (ωB97M-V with the def2-TZVPD basis set) for a 9-piece molecular cluster, C36H78O15 overall.

Structure (XYZ):
```
129
Properties=species:S:1:pos:R:3:forces:R:3
O 6.20547 -2.46682 0.85906 -0.63 0.63 -0.76
O 1.01456 6.24146 -3.18354 0.74 -0.46 -2.13
O 4.53104 0.37325 5.73129 -0.63 0.27 -0.13
O -3.20134 3.80274 0.75528 -0.36 -0.13 -0.80
O -6.14170 -1.89105 -0.70547 -0.74 0.65 -0.05
O -5.67926 2.72912 -2.64373 0.62 0.36 -0.05
O 1.20404 -1.14843 1.58968 0.18 0.41 -0.38
O -5.21413 -2.30572 3.70810 0.36 0.47 0.52
O 4.13090 2.55574 -2.19118 0.63 -0.56 -0.05
O 2.82086 -1.48802 -2.93840 -0.05 -1.17 -1.09
O -2.99685 -0.16825 1.27441 -0.29 -0.08 -0.04
O 4.01352 -3.71479 -1.78250 0.68 0.46 -0.55
O 2.22957 -6.05530 1.29819 -0.72 0.91 0.02
O 3.24367 0.71182 2.78160 0.36 -0.73 1.75
O 1.82054 3.32940 -4.15426 0.47 0.50 -0.20
C -2.43940 -0.76704 0.38125 -0.40 -1.47 1.41
C -8.15691 -0.96434 -1.62574 -0.47 -1.98 -0.20
C 3.44474 -0.47039 3.68780 -1.02 2.68 -0.54
C -6.54050 0.38858 -0.19171 0.41 0.05 -0.93
C -5.03056 -4.02790 2.10812 -0.45 -0.35 1.48
C -4.64988 3.38310 -2.62512 -0.35 -0.28 0.93
C 0.55491 -4.43522 0.77181 0.40 0.04 0.12
C 1.64744 -0.75228 -2.95103 -1.01 0.56 1.34
C -7.27217 -3.13647 3.12824 -2.84 -0.93 -0.32
C -3.30215 2.73079 -2.67482 0.34 -1.09 -0.51
C 0.27861 5.10674 -3.54644 -0.32 -1.49 0.35
C -2.50505 -2.33011 0.30626 0.75 1.90 0.00
C -6.88613 -0.92543 -0.82239 0.49 -0.38 -0.14
C -4.78234 2.27832 1.74838 -0.29 1.81 -1.83
C 3.04304 3.98761 -3.74839 0.06 -0.76 -1.50
C 1.93868 -4.41059 3.00363 -1.53 2.19 -1.79
C -2.46191 2.85714 2.73845 -0.40 -0.33 0.51
C 6.90624 -3.22248 1.80606 -0.10 -1.25 -0.54
C -1.53144 -0.05640 -0.51907 1.18 1.38 -1.02
C 1.75058 0.00833 0.91413 1.16 -1.14 1.32
C 4.09673 2.85092 -3.59395 -2.04 -0.30 0.96
C 0.84786 6.56368 -1.86502 -0.89 -0.27 0.91
C 0.37449 -0.91043 2.72121 0.29 1.36 0.17
C 2.56490 -2.80303 -3.51669 3.26 1.14 1.57
C 1.61086 -5.05198 1.62458 1.58 -0.96 1.09
C 4.70145 1.27096 -1.95487 -0.63 -0.50 0.37
C -5.82556 -3.10154 3.04092 2.14 -0.23 -0.62
C 3.83399 -3.62600 -3.20070 -0.54 0.31 0.33
C 5.13929 -2.94814 -1.29722 -1.26 -0.66 0.63
C -4.65228 4.87287 -2.60577 -2.36 0.69 -0.54
C 4.68541 1.74092 5.37323 1.12 -0.54 0.62
C 3.17501 0.38999 1.43619 -0.45 -0.74 -1.16
C 5.10649 -3.14628 0.22829 0.96 -0.47 0.40
C -3.45768 3.00656 1.63070 -0.25 0.78 0.67
C 4.63739 -0.42807 4.58667 1.30 0.24 -0.11
C 0.84474 4.22184 -4.68452 0.08 -0.20 1.92
H 0.86936 -1.25073 3.64267 -0.15 0.03 -0.26
H 1.13826 -0.73747 -3.89370 -0.30 -0.35 -0.89
H 0.89868 -1.12154 -2.17248 0.83 0.44 -0.73
H -5.29117 -5.03469 2.40481 -0.44 -0.58 -0.18
H -2.93123 2.90644 -3.68812 0.09 -0.01 -0.13
H 6.45627 -3.16823 2.78778 0.01 0.35 0.53
H 2.45523 -2.77047 -4.56775 -0.40 0.34 -1.31
H 1.45242 7.42067 -1.66873 0.32 0.71 0.24
H 5.22278 -4.18483 0.61146 -0.72 0.29 -1.01
H -2.50972 3.08287 -2.01242 -0.45 0.35 0.23
H 0.18923 0.21715 2.84617 -0.09 -1.63 -0.18
H 0.05022 3.57928 -4.99052 -0.85 -0.53 -0.06
H -3.16371 -2.59714 -0.49063 -0.48 -0.29 -0.68
H 4.13739 1.98986 4.49289 -0.82 0.37 -0.37
H -7.76344 -3.24746 2.14834 0.35 0.24 0.02
H -5.98949 0.93312 -0.98866 0.26 -0.32 0.51
H -8.19939 -1.89126 -2.26527 0.14 0.82 0.77
H -0.22426 -4.05794 1.41156 -0.62 -0.05 0.15
H -1.56465 -0.45700 -1.54494 0.44 -0.08 0.40
H -5.94821 0.20954 0.69221 0.24 0.15 0.02
H -3.97145 -3.98810 2.39952 -0.36 0.51 -0.61
H -5.33856 2.42707 0.78605 0.83 -0.72 0.54
H -7.61700 -2.21934 3.59448 -0.05 0.02 0.08
H -2.90165 -2.70901 1.23075 0.01 -0.03 0.28
H 4.79115 1.04175 -0.87288 0.28 0.73 -0.59
H -3.40708 1.63991 -2.56574 -0.02 0.40 0.04
H -1.79458 3.70373 2.74821 0.45 0.03 -0.31
H 2.57056 -0.39926 4.32311 -0.18 -0.52 0.23
H 2.75322 -4.88458 3.45953 0.99 -0.85 0.65
H 4.12695 -2.74788 0.52857 0.20 -0.05 0.35
H -1.76259 1.03363 -0.59087 -0.06 -0.82 0.27
H 2.84910 4.58512 -2.85414 0.45 -0.31 0.12
H 1.80303 -0.26119 -0.14190 0.09 0.18 -0.02
H 1.11945 0.85634 1.07884 -0.63 0.63 -0.03
H -4.62044 1.27560 2.05649 -0.22 -0.82 0.24
H -5.66668 5.26703 -2.90754 0.98 -0.50 0.52
H 0.22466 -5.16008 0.03309 -0.16 0.14 -0.03
H -5.29731 -3.90163 1.06632 0.29 0.20 -0.21
H 2.17540 -3.30303 2.86961 -0.25 -1.28 -0.02
H 0.22672 4.32979 -2.68238 -0.04 1.37 -1.00
H -0.54075 -1.49159 2.59239 -0.15 0.32 0.06
H 5.07585 3.13273 -3.95293 0.39 0.07 -0.16
H 0.97237 -3.54387 0.30900 0.16 0.08 -0.25
H -0.23766 6.81181 -1.66892 0.99 -0.44 0.33
H 6.86713 -4.30910 1.54695 0.25 0.59 0.03
H -1.49743 -2.70110 0.09322 -0.21 -0.07 0.02
H 4.73332 -3.21526 -3.71629 -0.62 0.04 0.42
H 5.56691 -0.10814 4.08632 -0.23 -0.32 -0.44
H 6.02307 -3.25448 -1.82383 0.76 -0.42 0.12
H 4.43611 2.29985 6.25864 -0.29 0.45 0.06
H 4.03873 0.47992 -2.30959 -0.21 -0.01 -0.30
H -7.73520 -3.99977 3.67671 0.90 0.57 -0.13
H -8.97549 -1.04851 -0.87297 0.30 0.33 -0.64
H 1.02839 -4.41196 3.61630 0.24 -0.20 0.07
H -7.35416 1.07595 -0.02364 -0.64 -0.15 0.34
H -4.32552 5.37967 -1.72139 0.01 -0.32 1.07
H 1.90199 0.29035 -2.78240 -0.05 0.16 0.44
H -8.29541 -0.12485 -2.29095 -0.05 0.51 0.20
H 1.70504 -3.15715 -3.03480 -1.27 -1.05 0.62
H 3.69282 -4.62751 -3.59741 -0.03 -0.31 0.05
H 1.16953 4.66427 -5.59537 0.65 1.07 -0.57
H -0.50574 -0.10943 -0.04659 -0.97 -0.28 -0.84
H 3.86454 -0.49381 1.28994 -0.36 1.11 -0.69
H 1.25792 5.71166 -1.29642 -0.62 0.33 0.59
H 4.79210 -1.43678 4.94000 0.04 -0.46 0.14
H 3.70345 1.92164 -4.12702 0.55 1.25 0.28
H 3.42777 -1.32666 3.06462 0.02 -1.05 -0.40
H 5.00652 -1.88894 -1.48482 -0.18 0.36 -0.16
H 5.73972 1.93062 5.12754 0.06 0.02 0.09
H -5.45140 2.83958 2.39028 0.22 0.00 0.89
H -0.73416 5.44877 -3.77731 -0.26 -0.26 -0.07
H -1.96853 1.89968 2.59610 0.30 -0.08 0.14
H -2.94824 2.84573 3.71302 -0.18 -0.28 0.05
H 5.63597 1.10870 -2.48972 0.38 0.28 0.19
H 3.39285 1.33058 0.86805 0.50 -0.93 0.27
H 3.34679 4.68590 -4.56188 -0.10 -0.32 0.41
H -3.97350 5.24556 -3.31049 1.14 0.38 -1.43
H 7.94707 -2.90948 1.79086 -0.02 0.13 0.26
```
Forces are in eV/Å.

Output
Kohn-Sham gap, eV: 9.86
Net charge: 0
Structure (SMILES): COCCOCCOC.COCCOCCOC.COCCOCCOC.CC(C)=O.CC(C)=O.CC(C)=O.CC(C)=O.CC(C)=O.CC(C)=O
HOMO energy, Ha: -0.34199
E, hartree: -2546.790363

These are the Mulliken partial charges, in e, on atoms 1 to 4: O -0.351; O -0.407; O -0.446; O -0.570

Density functional theory data (ωB97M-V with the def2-TZVPD basis set) for C7H12 as an isolated structure.

Structure (XYZ):
```
19
Properties=species:S:1:pos:R:3:forces:R:3
C -1.09633 -1.47783 1.55614 0.02 0.04 0.01
C -0.61771 0.41671 -1.43557 0.03 0.15 -0.03
C -0.49140 -1.33966 0.15344 0.11 0.10 -0.09
C 1.25226 2.24014 -0.28940 -0.57 -0.07 0.51
C 0.79790 0.39578 -1.05048 -0.15 1.39 1.09
C -1.33259 -0.52535 -0.80011 0.16 0.12 -0.16
C 0.87761 -0.59194 0.11647 0.18 0.20 0.14
H 1.71735 -1.29488 0.07947 -0.08 0.22 -0.12
H 0.40546 2.27548 0.36884 -0.21 0.31 0.42
H 1.54972 1.15864 -1.32192 0.64 -1.59 -1.67
H 1.26464 3.08697 -0.99826 -0.20 -0.65 0.05
H 2.21362 2.20168 0.24366 -0.39 -0.33 -0.18
H -2.05884 -2.00483 1.53209 0.18 0.09 -0.06
H -0.36449 -2.35348 -0.25776 0.02 0.18 0.04
H -2.38447 -0.75064 -0.97365 0.24 0.13 0.00
H -1.01730 1.09721 -2.18012 0.02 -0.06 0.06
H -1.26757 -0.49036 2.00082 0.04 -0.12 -0.07
H 0.98182 -0.00563 1.03364 0.04 -0.19 0.20
H -0.42968 -2.03801 2.22270 -0.08 0.09 -0.12
```
Forces are in eV/Å.

Output
Kohn-Sham gap, eV: 8.44
Net charge: 0
HOMO energy, Ha: -0.27154
E, hartree: -273.779450

These are the Mulliken partial charges, in e, on atoms 1 to 4: C -1.490; C -0.583; C 0.534; C -1.248